Below is a molecular structure, C20H12Cl5CoIN2O3, with properties calculated with wB97M-V/def2-TZVPD.

## Properties
Multiplicity = 4
E_HOMO (alpha / beta) = -8.000 / -8.052 eV

Atoms and positions in Å:
1 Co 1.4839 -0.7360 -0.8841
2 C -1.9384 -3.6374 -1.6311
3 C -2.0195 -2.8037 -0.3952
4 N -3.1387 -2.7467 0.2648
5 C -3.2295 -2.0202 1.3808
6 C -2.1854 -1.3081 1.9283
7 C -2.4096 -0.6102 3.2554
8 O -1.9653 0.7258 3.3397
9 C -0.9391 -1.3185 1.2438
10 C 0.1569 -0.5467 1.7163
11 N 1.3339 -0.4598 1.1587
12 C 2.3372 0.3435 1.6877
13 C 2.1772 1.1904 2.7955
14 C 3.2015 1.9922 3.2522
15 C 4.4421 1.9825 2.6367
16 C 4.6467 1.1424 1.5569
17 C 3.6144 0.3404 1.1138
18 I 4.0312 -0.9479 -0.5566
19 C -0.8439 -2.0852 0.0343
20 O 0.2103 -2.1613 -0.6736
21 H -2.8892 -4.1286 -1.8101
22 H -1.1588 -4.3919 -1.5349
23 H -1.6748 -3.0118 -2.4833
24 H -4.2050 -2.0376 1.8459
25 H -1.8606 -1.1437 4.0396
26 H -3.4770 -0.6718 3.5034
27 H -2.4894 1.2802 2.7488
28 H -0.0474 0.0156 2.6222
29 H 1.2251 1.2449 3.2971
30 H 3.0211 2.6378 4.0971
31 H 5.2389 2.6188 2.9868
32 H 5.6006 1.1058 1.0552
33 Cl -1.8025 2.4292 -6.3367
34 C -1.0958 2.0094 -4.8320
35 C -0.3091 0.8624 -4.7331
36 Cl -0.0864 -0.1489 -6.1013
37 C 0.2801 0.5479 -3.5237
38 Cl 1.2634 -0.8470 -3.3377
39 C 0.1136 1.3364 -2.3588
40 O 0.6950 1.0421 -1.2598
41 C -0.7264 2.4702 -2.4891
42 Cl -0.9828 3.4390 -1.0994
43 C -1.3097 2.8008 -3.7010
44 Cl -2.2871 4.2045 -3.8213